[1]
Entry from the OMol25 dataset: C37H52N6PRb as an isolated structure (ωB97M-V/def2-TZVPD).

The calculation puts the LUMO energy at -0.5 eV. The value obtained for the HOMO-LUMO gap is 5.22 eV. Its energy relative to the best compared isomer or geometry (same formula, charge and spin) is 0.000 eV.

Structure (ORCA input):
```
! wB97M-V def2-TZVPD RIJCOSX def2/J DEFGRID3
* xyz 0 1
Rb -0.011 -0.021 0.645
C -2.271 2.087 -4.151
C -1.394 1.654 -2.979
C 0.079 1.684 -3.383
P -1.759 0.091 -2.041
C -1.592 -1.324 -3.240
C -1.686 -2.617 -2.428
C -2.477 -1.472 -4.479
C -3.517 0.224 -1.594
C -4.571 0.153 -2.510
C -5.903 0.301 -2.163
C -7.004 0.207 -3.181
C -6.169 0.543 -0.811
C -5.171 0.636 0.128
C -3.799 0.487 -0.216
N -2.799 0.548 0.678
C -2.996 1.049 1.953
C -2.772 0.234 3.083
C -2.530 -1.245 2.928
C -2.776 0.787 4.364
C -2.996 2.135 4.586
C -3.010 2.720 5.971
C -3.219 2.937 3.466
C -3.227 2.431 2.178
C -3.411 3.345 1.003
H -2.078 3.137 -4.388
H -3.333 1.987 -3.938
H -2.044 1.514 -5.051
H -1.536 2.391 -2.175
H 0.311 0.906 -4.116
H 0.748 1.533 -2.533
H 0.334 2.641 -3.845
H -0.554 -1.214 -3.581
H -2.691 -2.734 -2.017
H -0.990 -2.643 -1.584
H -1.485 -3.489 -3.057
H -3.477 -1.805 -4.203
H -2.061 -2.239 -5.142
H -2.580 -0.556 -5.056
H -4.343 -0.011 -3.556
H -6.593 0.055 -4.181
H -7.614 1.113 -3.219
H -7.681 -0.627 -2.980
H -7.199 0.664 -0.487
H -5.427 0.821 1.165
H -2.472 -1.519 1.874
H -3.345 -1.826 3.368
H -1.612 -1.561 3.434
H -2.603 0.131 5.213
H -2.628 2.008 6.704
H -4.020 2.998 6.282
H -2.397 3.621 6.035
H -3.379 4.003 3.601
H -3.371 4.390 1.312
H -4.360 3.173 0.492
H -2.637 3.161 0.253
N 2.602 -1.266 1.545
C 3.213 -0.286 2.455
C 2.816 -0.575 3.898
C 1.346 -0.321 4.230
C 0.956 1.158 4.337
N 0.363 1.685 3.096
H 2.927 -2.197 1.786
H 2.880 -1.105 0.580
H 2.859 0.710 2.175
H 4.307 -0.267 2.375
H 3.444 0.028 4.562
H 3.069 -1.618 4.117
H 1.102 -0.820 5.170
H 0.735 -0.808 3.466
H 1.847 1.753 4.561
H 0.273 1.296 5.183
H 0.358 2.700 3.122
H -0.629 1.436 3.090
C 3.435 0.096 -3.588
C 3.091 0.160 -2.248
N 2.292 -0.725 -1.651
C 1.823 -1.720 -2.399
C 2.114 -1.885 -3.748
C 2.934 -0.943 -4.351
C 1.474 -2.997 -4.485
C 2.034 -3.906 -5.276
C 3.461 -4.076 -5.618
C 3.804 -4.878 -6.699
C 5.151 -5.013 -6.980
N 6.091 -4.410 -6.258
C 5.652 -3.669 -5.245
N 4.392 -3.468 -4.881
H 4.075 0.852 -4.021
H 3.459 0.972 -1.630
H 1.163 -2.426 -1.906
H 3.167 -1.024 -5.404
H 0.399 -3.079 -4.339
H 1.374 -4.631 -5.740
H 3.051 -5.374 -7.295
H 5.482 -5.622 -7.814
H 6.410 -3.184 -4.642
*
```

***

[2]
Entry from the OMol25 dataset: a 2-piece molecular cluster, C7H14O overall (ωB97M-V/def2-TZVPD).

The calculation puts the LUMO energy at 0.9 eV. The value obtained for the HOMO-LUMO gap is 9.66 eV. Its energy relative to the best compared isomer or geometry (same formula, charge and spin) is 2.721 eV.

Structure (ORCA input):
```
! wB97M-V def2-TZVPD RIJCOSX def2/J DEFGRID3
* xyz 0 1
C 0.320 1.786 -1.308
C 0.327 0.633 -0.693
C -0.064 0.568 0.719
C 0.456 0.042 1.863
C -0.228 0.254 3.177
C 1.165 -0.530 -1.107
C 0.627 -1.864 -0.656
H 0.530 1.837 -2.477
H 0.044 2.766 -1.052
H -1.108 1.065 0.867
H 1.469 -0.479 1.760
H 0.140 1.144 3.720
H -1.207 0.503 2.999
H -0.190 -0.678 3.767
H 2.123 -0.220 -0.621
H 1.372 -0.644 -2.230
H 0.030 -2.199 -1.506
H 0.009 -1.881 0.214
H 1.510 -2.467 -0.595
O -2.694 0.081 -1.941
H -1.725 0.121 -2.027
H -2.906 0.162 -2.874
*
```

***

[3]
Entry from the OMol25 dataset: the molecule C2H3Cl2F (ωB97M-V/def2-TZVPD).

The calculation puts the LUMO energy at 0.8 eV. The value obtained for the HOMO-LUMO gap is 11.87 eV. Its energy relative to the best compared isomer or geometry (same formula, charge and spin) is 0.367 eV.

Structure (ORCA input):
```
! wB97M-V def2-TZVPD RIJCOSX def2/J DEFGRID3
* xyz 0 1
F 0.830 1.036 -1.160
C 0.719 0.180 -0.132
Cl 1.488 -1.361 -0.572
C -0.757 0.008 0.285
Cl -1.906 -0.799 -0.789
H 1.279 0.673 0.645
H -0.539 -0.722 1.113
H -1.115 0.983 0.608
*
```

***

[4]
Entry from the OMol25 dataset: an isolated ion of composition C4H12IN2S and charge +1 (ωB97M-V/def2-TZVPD).

The calculation puts the LUMO energy (alpha / beta) at -3.8 / -7.9 eV. The value obtained for the HOMO-LUMO gap (alpha / beta) is 7.49 / 4.31 eV.

Structure (ORCA input):
```
! wB97M-V def2-TZVPD RIJCOSX def2/J DEFGRID3
* xyz 1 3
C 1.004 2.344 1.888
C -0.561 0.329 0.897
C 0.699 1.292 0.771
C -0.339 -0.845 -0.105
N -0.579 -3.885 -2.260
N 0.415 2.104 -0.406
S -1.874 -2.940 -2.217
I -1.893 -2.404 0.121
H 1.463 1.860 2.750
H 0.029 2.674 2.120
H 1.569 3.151 1.407
H -1.324 0.876 0.370
H -0.904 0.046 1.814
H 1.592 0.721 0.684
H -0.595 -0.496 -1.106
H 0.298 -3.641 -2.752
H -0.766 -4.866 -2.529
H 0.423 3.098 -0.217
H 0.496 -1.271 0.015
H 0.849 1.853 -1.246
*
```

***

[5]
Entry from the OMol25 dataset: C19H28NO11W as an isolated structure (ωB97M-V/def2-TZVPD).

The calculation puts the LUMO energy (alpha / beta) at -3.3 / -3.3 eV. The value obtained for the HOMO-LUMO gap (alpha / beta) is 6.18 / 6.18 eV. Its energy relative to the best compared isomer or geometry (same formula, charge and spin) is 12.992 eV.

Structure (ORCA input):
```
! wB97M-V def2-TZVPD RIJCOSX def2/J DEFGRID3
* xyz 1 1
W 0.010 -0.078 0.071
C 0.601 -2.753 0.660
C -1.037 -2.670 0.262
O -1.779 -1.490 0.811
C -2.923 -1.106 -0.087
C -2.734 -0.019 -1.203
O -1.642 -0.392 -2.048
C -1.073 0.555 -2.948
C 0.521 0.266 -3.026
O 1.390 0.217 -1.765
C 2.193 1.374 -1.388
C 2.639 1.350 0.130
O 1.688 1.437 1.269
C 0.928 2.689 1.375
C -0.463 2.443 1.885
O -1.040 1.053 1.540
C -0.327 0.017 2.434
C 1.034 -0.930 2.158
O 1.507 -1.537 0.887
H 1.039 -3.349 -0.133
H 0.624 -3.346 1.575
H -1.503 -3.594 0.627
H -1.156 -2.714 -0.806
H -3.674 -0.708 0.594
H -3.294 -2.035 -0.520
H -2.558 0.948 -0.717
H -3.663 0.037 -1.778
H -1.219 1.547 -2.570
H -1.538 0.489 -3.935
H 0.997 0.949 -3.723
H 0.647 -0.754 -3.375
H 1.663 2.285 -1.606
H 3.055 1.385 -2.061
H 3.331 2.193 0.178
H 3.198 0.434 0.308
H 0.998 3.174 0.408
H 1.419 3.366 2.081
H -1.749 3.868 0.616
H -0.524 2.508 2.969
H -1.083 -0.685 2.768
H -0.040 0.576 3.321
H 0.867 -1.775 2.824
H 1.867 -0.397 2.599
O 0.048 -1.297 -1.028
O -1.115 3.861 -0.107
C -0.563 3.295 -1.108
O -0.213 2.097 -1.101
C -0.333 4.196 -2.279
C -0.736 5.532 -2.222
C -0.534 6.372 -3.304
C 0.071 5.896 -4.462
C 0.460 4.572 -4.493
C 0.272 3.721 -3.426
N 1.107 4.022 -5.705
O 1.269 4.772 -6.637
O 1.430 2.850 -5.674
H -1.210 5.909 -1.328
H -0.850 7.404 -3.250
H 0.236 6.532 -5.319
H 0.598 2.702 -3.506
*
```

***

[6]
Entry from the OMol25 dataset: C5H12N2O as an isolated structure (ωB97M-V/def2-TZVPD).

The calculation puts the LUMO energy at 0.9 eV. The value obtained for the HOMO-LUMO gap is 9.28 eV. Its energy relative to the best compared isomer or geometry (same formula, charge and spin) is 3.167 eV.

Structure (ORCA input):
```
! wB97M-V def2-TZVPD RIJCOSX def2/J DEFGRID3
* xyz 0 1
C 0.165 -0.199 0.542
C 0.200 1.229 0.027
C -1.356 -1.779 -0.239
C 0.508 -1.338 -0.192
C 0.054 1.354 -1.485
N -0.064 -0.388 1.874
N 1.434 1.899 0.443
O -1.520 -2.280 0.922
H -0.625 1.777 0.505
H -0.609 -1.285 1.986
H -0.536 0.387 2.332
H 2.230 1.466 -0.020
H 1.579 1.801 1.443
H -2.008 -0.963 -0.580
H -1.222 -2.467 -1.088
H 0.909 -2.194 0.329
H 0.814 -1.224 -1.223
H 0.926 0.961 -2.006
H -0.039 2.408 -1.737
H -0.839 0.837 -1.833
*
```

***

[7]
Entry from the OMol25 dataset: a 2-piece molecular cluster, C3H4N2O overall (ωB97M-V/def2-TZVPD).

The calculation puts the LUMO energy at 0.3 eV. The value obtained for the HOMO-LUMO gap is 9.79 eV. Its energy relative to the best compared isomer or geometry (same formula, charge and spin) is 2.841 eV.

Structure (ORCA input):
```
! wB97M-V def2-TZVPD RIJCOSX def2/J DEFGRID3
* xyz 0 1
O 2.554 -0.302 0.601
C 1.593 -0.146 0.008
C -0.186 1.234 -0.766
N -1.064 0.295 -0.852
C -1.081 -0.666 0.115
N -0.095 -0.794 0.937
H 0.124 1.697 0.175
H 0.096 1.763 -1.677
H -1.892 -1.394 0.040
H -0.049 -1.686 1.420
*
```

***

[8]
Entry from the OMol25 dataset: a 2-piece molecular cluster, CF2O3S overall (ωB97M-V/def2-TZVPD).

The calculation puts the LUMO energy (alpha / beta) at -2.8 / -2.0 eV. The value obtained for the HOMO-LUMO gap (alpha / beta) is 9.97 / 9.25 eV. Its energy relative to the best compared isomer or geometry (same formula, charge and spin) is 8.110 eV.

Structure (ORCA input):
```
! wB97M-V def2-TZVPD RIJCOSX def2/J DEFGRID3
* xyz 0 1
C 0.854 -0.456 0.344
O 2.217 0.977 0.260
O -0.694 0.799 -1.272
O -1.319 0.946 1.139
F 1.207 -1.392 -0.438
F -1.503 -1.159 -0.072
S -0.761 0.285 0.039
*
```

***

Computed values of max |F| (unit: Eh/bohr) for the preceding records, in sequence: 0.0090; 0.1012; 0.0521; 0.1495; 0.0824; 0.0376; 0.0202; 0.0970.